Entry 1:
This record from the OMol25 dataset describes a 9-piece molecular cluster, C11H40O9 overall in a non-equilibrium geometry. The level of theory is ωB97M-V/def2-TZVPD.

## Properties
- M (g/mol) = 316.43
- calculated total energy (a.u.) = -1120.07051
- SMILES = CC(C)O.CO.CO.CO.CO.CO.CO.CO.CO

Bonds (Å) are listed after each position.
Atoms and positions in Å:
1 C -1.15 3.46 -0.51  C2 1.541, H5 1.131, H6 1.127, H7 1.074
2 C -1.80 3.21 0.86  C1 1.541, C3 1.500, O4 1.430, H8 1.114
3 C -0.92 3.65 1.99  C2 1.500, H9 1.157, H10 1.101, H11 1.089
4 O -3.14 3.69 1.01  C2 1.430, H12 0.989
5 H -0.95 4.56 -0.71  C1 1.131
6 H -1.95 3.18 -1.26  C1 1.127
7 H -0.18 2.99 -0.55  C1 1.074
8 H -1.89 2.11 1.03  C2 1.114
9 H -0.79 4.80 1.97  C3 1.157
10 H 0.11 3.26 2.04  C3 1.101
11 H -1.54 3.46 2.86  C3 1.089
12 H -3.10 4.67 0.97  O4 0.989
13 C -1.49 -5.37 0.83  O14 1.409, H15 1.121, H16 1.072, H17 1.093
14 O -1.18 -4.65 -0.35  C13 1.409, H18 0.979
15 H -1.65 -4.57 1.59  C13 1.121
16 H -2.38 -5.95 0.75  C13 1.072
17 H -0.66 -5.98 1.20  C13 1.093
18 H -1.07 -3.70 -0.14  O14 0.979
19 C -2.89 -0.82 -2.78  O20 1.454, H21 1.145, H22 1.085, H23 1.090
20 O -3.65 -2.01 -2.41  C19 1.454, H24 0.976
21 H -2.38 -0.95 -3.80  C19 1.145
22 H -3.54 0.04 -2.90  C19 1.085
23 H -2.04 -0.71 -2.11  C19 1.090
24 H -3.23 -2.71 -2.96  O20 0.976
25 C 4.03 0.20 3.43  O26 1.400, H27 1.079, H28 1.103, H29 1.104
26 O 3.39 1.33 2.92  C25 1.400, H30 0.995
27 H 4.16 -0.59 2.71  C25 1.079
28 H 5.01 0.54 3.79  C25 1.103
29 H 3.54 -0.30 4.28  C25 1.104
30 H 2.56 1.06 2.44  O26 0.995
31 C -3.02 -1.28 1.38  O32 1.414, H33 1.070, H34 1.110, H35 1.092
32 O -2.15 -1.89 0.45  C31 1.414, H36 0.967
33 H -2.44 -0.81 2.15  C31 1.070
34 H -3.43 -0.39 0.86  C31 1.110
35 H -3.85 -1.78 1.88  C31 1.092
36 H -2.58 -2.21 -0.35  O32 0.967
37 C 1.72 1.63 -2.41  O38 1.445, H39 1.105, H40 1.097, H41 1.095
38 O 1.80 0.85 -1.19  C37 1.445, H42 0.950
39 H 0.97 1.38 -3.18  C37 1.105
40 H 1.60 2.60 -1.92  C37 1.097
41 H 2.70 1.59 -2.89  C37 1.095
42 H 2.67 1.07 -0.87  O38 0.950
43 C -0.09 -3.65 -3.54  O44 1.491, H45 1.111, H46 1.056, H47 1.117
44 O -1.44 -3.98 -3.02  C43 1.491, H48 1.000
45 H 0.46 -4.53 -3.94  C43 1.111
46 H -0.18 -2.87 -4.24  C43 1.056
47 H 0.55 -3.25 -2.72  C43 1.117
48 H -1.41 -4.68 -2.31  O44 1.000
49 C 1.13 -1.17 1.51  O50 1.402, H51 1.061, H52 1.052, H53 1.135
50 O 1.00 0.08 2.14  C49 1.402, H54 1.009
51 H 1.82 -1.72 2.11  C49 1.061
52 H 0.18 -1.59 1.37  C49 1.052
53 H 1.44 -0.95 0.44  C49 1.135
54 H 0.16 0.58 1.90  O50 1.009
55 C 3.81 3.49 -0.17  O56 1.413, H57 1.065, H58 1.066, H59 1.073
56 O 4.06 2.14 0.16  C55 1.413, H60 0.989
57 H 3.02 3.94 0.38  C55 1.065
58 H 4.67 4.12 -0.11  C55 1.066
59 H 3.48 3.43 -1.19  C55 1.073
60 H 4.13 1.94 1.13  O56 0.989

=====

Entry 2:
This record from the OMol25 dataset describes a 11-piece molecular cluster, C11H42N13O13 overall in a non-equilibrium geometry. The level of theory is ωB97M-V/def2-TZVPD.

## Properties
- M (g/mol) = 564.54
- charge = -1
- calculated total energy (a.u.) = -2134.65325

Bonds (Å) are listed after each position.
Atoms and positions in Å:
1 O -0.27 0.27 -0.70  C2 1.379, H5 0.987
2 C 0.67 0.87 0.12  O1 1.379, O3 1.267, O4 1.253
3 O 1.73 1.25 -0.45  C2 1.267
4 O 0.28 1.07 1.29  C2 1.253
5 H -0.96 0.16 0.00  O1 0.987
6 C -2.11 -1.52 3.49  O7 1.232, N8 1.358, N9 1.361
7 O -1.06 -1.88 2.93  C6 1.232
8 N -2.74 -2.29 4.41  C6 1.358, H10 1.000, H11 1.004
9 N -2.76 -0.37 3.20  C6 1.361, H12 1.005, H13 0.998
10 H -3.63 -2.10 4.82  N8 1.000
11 H -2.40 -3.23 4.56  N8 1.004
12 H -2.40 0.21 2.45  N9 1.005
13 H -3.58 -0.13 3.71  N9 0.998
14 C -3.72 1.25 -0.06  O15 1.236, N16 1.341, N17 1.381
15 O -3.00 0.31 0.28  C14 1.236
16 N -4.55 1.92 0.75  C14 1.341, H18 1.004, H19 1.006
17 N -3.59 1.71 -1.36  C14 1.381, H20 1.006, H21 1.002
18 H -4.92 2.82 0.49  N16 1.004
19 H -4.47 1.75 1.73  N16 1.006
20 H -3.08 1.03 -1.91  N17 1.006
21 H -4.19 2.45 -1.67  N17 1.002
22 C 4.02 2.36 2.39  O23 1.236, N24 1.368, N25 1.362
23 O 4.89 2.77 3.17  C22 1.236
24 N 2.76 2.12 2.85  C22 1.368, H26 1.010, H27 0.998
25 N 4.17 2.06 1.07  C22 1.362, H28 1.002, H29 1.013
26 H 2.09 1.80 2.17  N24 1.010
27 H 2.66 1.93 3.83  N24 0.998
28 H 5.00 2.35 0.60  N25 1.002
29 H 3.25 1.92 0.66  N25 1.013
30 C 0.08 1.69 -3.95  O31 1.230, N32 1.363, N33 1.361
31 O 0.08 1.97 -5.15  C30 1.230
32 N -0.98 1.75 -3.10  C30 1.363, H34 0.995, H35 1.010
33 N 1.17 1.16 -3.33  C30 1.361, H36 1.002, H37 1.018
34 H -1.90 2.05 -3.34  N32 0.995
35 H -0.65 1.47 -2.19  N32 1.010
36 H 1.98 1.03 -3.89  N33 1.002
37 H 1.21 0.95 -2.33  N33 1.018
38 C -0.95 3.01 4.08  O39 1.237, N40 1.357, N41 1.368
39 O -1.05 3.84 4.98  C38 1.237
40 N -1.59 3.07 2.89  C38 1.357, H42 1.000, H43 1.011
41 N 0.11 2.13 4.07  C38 1.368, H44 0.998, H45 1.012
42 H -2.13 3.86 2.62  N40 1.000
43 H -1.22 2.49 2.15  N40 1.011
44 H 0.75 1.98 4.82  N41 0.998
45 H 0.26 1.55 3.26  N41 1.012
46 C 4.24 -1.53 -1.21  O47 1.239, N48 1.366, N49 1.366
47 O 4.75 -2.56 -1.67  C46 1.239
48 N 4.07 -0.42 -1.98  C46 1.366, H50 1.008, H51 0.997
49 N 3.79 -1.26 0.05  C46 1.366, H52 1.007, H53 1.000
50 H 3.51 0.21 -1.42  N48 1.008
51 H 4.27 -0.31 -2.95  N48 0.997
52 H 4.24 -1.86 0.73  N49 1.007
53 H 3.47 -0.31 0.12  N49 1.000
54 C -1.90 -2.13 -2.51  C55 1.517, H60 1.091, H61 1.090, H62 1.093
55 C -1.13 -3.18 -1.73  C54 1.517, C56 1.534, N59 1.476, H63 1.092
56 C 0.27 -3.31 -2.34  C55 1.534, O57 1.431, H64 1.098, H65 1.095
57 O 0.23 -3.68 -3.72  C56 1.431, C58 1.402
58 C 1.50 -3.61 -4.31  O57 1.402, H66 1.095, H67 1.096, H68 1.093
59 N -1.05 -2.74 -0.32  C55 1.476, H69 1.020, H70 1.022
60 H -1.90 -2.26 -3.59  C54 1.091
61 H -1.44 -1.15 -2.33  C54 1.090
62 H -2.95 -2.10 -2.21  C54 1.093
63 H -1.54 -4.19 -1.79  C55 1.092
64 H 0.80 -4.13 -1.84  C56 1.098
65 H 0.86 -2.39 -2.23  C56 1.095
66 H 2.09 -2.71 -4.08  C58 1.095
67 H 1.37 -3.48 -5.40  C58 1.096
68 H 2.04 -4.54 -4.15  C58 1.093
69 H -0.26 -3.21 0.13  N59 1.020
70 H -0.71 -1.78 -0.36  N59 1.022
71 O -3.80 -2.29 0.60  H72 0.977, H73 0.967
72 H -3.39 -1.41 0.54  O71 0.977
73 H -3.07 -2.89 0.39  O71 0.967
74 O 1.71 -1.31 2.91  H75 0.963, H76 0.976
75 H 1.82 -0.52 2.38  O74 0.963
76 H 0.75 -1.49 2.89  O74 0.976
77 O 1.19 4.02 -2.00  H78 0.969, H79 0.963
78 H 1.45 3.11 -1.80  O77 0.969
79 H 1.45 4.52 -1.22  O77 0.963

=====

Question: What is the M in the second record?
Answer: 564.54 g/mol